The following is a quantum chemistry calculation of a molecular structure, C30H25BrF4N4NbS in a non-equilibrium geometry, from OMol25.

```
! RIJCOSX wB97M-V def2-TZVPD def2/J DEFGRID3
* xyz 3 1
Nb 0.032 0.726 0.968
Br 2.742 1.953 0.615
S 0.104 -0.507 -5.431
F -4.591 -1.042 1.173
F -5.028 -3.501 0.178
F 0.062 -1.692 0.957
F -0.350 -4.267 0.172
N 0.936 0.108 -0.962
N 1.500 -4.594 -6.678
N -0.912 2.785 0.841
N -1.940 0.166 0.919
C 2.314 -3.792 -6.006
C -0.008 -0.188 5.157
C 0.564 0.937 -3.234
C 3.818 2.554 3.271
C 1.750 1.271 3.428
C 3.918 2.638 4.666
C 1.971 -2.523 -5.550
C -0.255 -0.140 3.757
C -3.543 -1.745 0.721
C 0.933 0.650 5.724
C 2.951 2.044 5.484
C 0.245 -4.243 -6.799
C 1.869 1.334 4.874
C -2.263 -1.175 0.735
C -2.860 1.244 0.562
C 0.907 -1.392 -2.862
C 0.587 0.585 2.875
C -2.720 -3.808 -0.187
C -1.234 3.085 2.306
C -0.231 -3.018 -6.344
C -3.776 -2.976 0.141
C 2.756 1.891 2.647
C -1.428 -3.437 0.177
C 0.632 -2.108 -5.787
C -2.115 2.494 0.004
C 0.549 -0.343 -3.766
C -1.260 -2.156 0.625
C -0.158 3.949 0.208
C 1.145 -1.127 -1.528
C 0.786 1.140 -1.860
H 1.024 0.654 6.780
H 4.814 3.190 5.087
H 4.610 3.034 2.670
H -2.071 3.819 2.329
H -3.529 1.503 1.409
H -0.766 4.834 0.259
H -1.042 -0.808 3.380
H -2.801 3.383 -0.003
H 0.103 3.699 -0.840
H -0.660 -0.829 5.789
H 0.404 1.816 -3.846
H 1.466 -1.918 -0.910
H -3.513 0.907 -0.233
H -0.413 -5.052 -7.166
H -2.900 -4.783 -0.657
H 3.114 1.956 6.545
H -1.824 2.309 -1.020
H 3.326 -4.266 -5.946
H 0.916 2.142 -1.443
H 2.776 -1.935 -5.137
H 0.785 4.177 0.778
H -0.337 3.514 2.793
H -1.288 -2.868 -6.452
H 0.965 -2.446 -3.177
H -1.558 2.187 2.823
*
```

Its HOMO energy (alpha / beta) is -15.76 / -15.76 eV. For the LUMO energy (alpha / beta), the calculation gives -0.42296 / -0.42283 Ha.

The following is a quantum chemistry calculation of a molecular structure, C30H25CdN5OS5, from OMol25.

```
! RIJCOSX wB97M-V def2-TZVPD def2/J DEFGRID3
* xyz 0 1
Cd 0.362 0.488 0.451
S -2.953 -2.723 -1.352
S -3.055 -0.320 0.533
S 2.629 4.125 -2.189
S 4.032 -0.812 -0.363
S 4.589 1.393 -3.579
O 1.607 0.519 -1.203
N -1.143 1.765 2.188
N -0.328 -1.556 1.066
N -1.109 2.058 -0.505
N 1.803 -0.184 2.234
N -1.247 -2.304 0.461
C 1.538 -1.460 2.562
C -1.309 3.056 1.648
C -1.340 3.177 0.229
C 2.218 3.354 0.193
C 2.188 4.775 0.233
C -1.586 4.429 -0.367
C -1.651 4.465 -1.777
C 2.363 -2.169 3.433
C 3.786 -0.262 3.570
C 3.498 -1.567 3.939
C 2.447 2.846 -1.054
C 2.673 1.369 -1.446
C 5.945 0.688 0.416
C -1.416 4.191 2.408
C 2.077 1.215 -3.953
C 4.987 1.548 -0.199
C 4.023 1.333 -5.196
C 2.905 0.384 2.724
C 2.399 5.327 -0.991
C 2.669 1.232 -5.248
C -2.342 -1.745 -0.013
C -1.735 5.572 0.452
C 2.988 1.309 -2.947
C 3.899 0.875 -0.669
C 5.555 -0.614 0.400
C -4.602 -2.073 -1.701
C 0.390 -2.130 1.962
C -1.194 2.125 -1.812
C -1.624 5.451 1.806
C -1.486 3.317 -2.496
H 5.106 2.621 -0.291
H 6.083 -1.477 0.781
H -1.721 6.325 2.438
H -5.324 -2.874 -1.561
H 2.020 5.351 1.134
H -1.800 1.093 1.769
H 2.106 1.164 -6.169
H 2.427 6.373 -1.259
H 4.676 0.244 3.918
H 6.877 1.033 0.847
H 0.170 -3.154 2.242
H 2.111 -3.191 3.685
H 3.104 1.404 2.424
H 2.095 2.742 1.075
H -1.368 4.113 3.489
H 4.730 1.359 -6.013
H -4.634 -1.719 -2.730
H -1.011 1.205 -2.352
H -4.802 -1.251 -1.018
H -1.229 1.749 3.193
H -1.932 6.532 -0.012
H -1.546 3.316 -3.576
H 4.161 -2.110 4.601
H -1.821 5.416 -2.270
H 1.016 1.127 -3.762
*
```

Its HOMO energy is -7.54 eV. For the LUMO energy, the calculation gives -0.01711 Ha.

The following is a quantum chemistry calculation of a molecular structure, C30H25ClO4S2 in a non-equilibrium geometry, from OMol25.

```
! RIJCOSX wB97M-V def2-TZVPD def2/J DEFGRID3
* xyz 0 1
Cl 5.769 0.549 -4.257
S -0.299 -1.161 0.256
S -1.736 0.275 2.180
O 0.444 -1.917 1.235
O -2.459 -0.967 1.992
O -2.489 1.494 2.345
O 0.583 -0.796 -0.966
C -3.896 -2.169 -1.230
C 3.450 1.653 -3.403
C 0.419 1.442 0.982
C 0.491 -1.664 4.989
C -0.335 -1.392 3.899
C 2.248 -0.817 -2.999
C -2.471 -4.117 -1.349
C -0.779 1.321 -1.919
C 0.320 0.647 5.684
C -0.032 2.673 1.513
C -1.775 -0.233 -3.470
C -1.965 1.135 -2.884
C -0.637 -0.792 -3.041
C -3.709 -3.510 -1.562
C 2.129 1.595 -2.925
C 0.133 0.100 -2.124
C -0.645 0.450 0.707
C 0.817 -0.645 5.887
C 2.694 2.256 1.144
C -1.415 -3.396 -0.787
C -0.746 -0.082 3.646
C -2.861 -1.446 -0.647
C 4.166 0.481 -3.663
C 3.556 -0.765 -3.473
C -0.481 0.928 4.572
C 1.545 0.347 -2.706
C 0.870 3.611 2.002
C -1.623 -2.056 -0.444
C 2.240 3.403 1.815
C 1.800 1.261 0.759
H -3.016 -0.406 -0.360
H -4.846 -1.665 -1.415
H -1.940 1.920 -3.652
H -1.097 2.894 1.546
H 1.564 2.500 -2.719
H -0.440 -3.851 -0.604
H 3.917 2.616 -3.568
H 1.778 -1.790 -2.864
H -2.511 -0.702 -4.129
H -0.657 -2.210 3.262
H 3.758 2.099 0.954
H -0.240 -1.780 -3.301
H -2.312 -5.162 -1.622
H 2.961 4.118 2.212
H 2.154 0.333 0.314
H -0.255 2.261 -2.115
H 0.484 4.484 2.532
H -0.912 1.916 4.420
H -2.930 1.241 -2.374
H -1.158 1.360 -0.887
H 4.084 -1.687 -3.675
H 1.438 -0.866 6.756
H 0.852 -2.683 5.132
H -4.535 -4.079 -1.999
H 0.537 1.444 6.395
*
```

Its HOMO energy is -7.72 eV. For the LUMO energy, the calculation gives 0.00315 Ha.

The following is a quantum chemistry calculation of a molecular structure, C30H25FIrN3O8S3, from OMol25.

```
! RIJCOSX wB97M-V def2-TZVPD def2/J DEFGRID3
* xyz -2 1
Ir -0.316 0.001 0.699
S -1.208 0.101 2.835
S 0.353 1.649 5.001
S 1.529 0.621 -2.034
F -2.687 -3.756 -4.075
O -1.928 0.705 -0.302
O 0.625 -0.283 -1.136
O 1.398 -0.673 1.626
O 0.694 1.156 -3.105
O -0.802 -2.008 0.165
O 2.088 1.666 -1.172
O 2.547 -0.318 -2.536
O 2.941 -2.243 1.953
N 0.108 1.882 1.161
N 2.346 -3.596 -1.877
N 0.496 2.148 2.485
C 3.236 -5.007 -3.656
C -1.647 3.968 -2.818
C 0.893 -4.173 -3.737
C -3.992 3.509 5.050
C -1.784 1.775 -1.028
C -1.285 -3.174 -2.268
C -4.065 4.282 6.202
C -1.451 -3.713 -3.508
C 0.686 4.182 0.709
C 3.544 -3.886 -2.670
C -2.711 1.942 -2.087
C 2.072 -4.623 -4.556
C -2.184 2.222 5.996
C -0.110 1.373 3.308
C 1.527 -2.491 0.089
C -2.265 3.001 7.146
C -1.148 1.139 5.885
C 1.973 -1.777 1.352
C 4.044 -2.599 -3.323
C -0.385 -4.214 -4.248
C 1.086 -3.659 -2.438
C 0.030 2.882 0.351
C -0.802 2.796 -0.849
C 2.513 -3.044 -0.656
C -3.197 4.024 7.253
C -2.641 2.994 -2.961
C -3.062 2.486 4.946
C 0.197 -2.510 -0.418
C -0.765 3.854 -1.770
C -0.001 -3.164 -1.710
H -3.447 1.156 -2.207
H -0.003 4.613 -1.660
H 1.330 4.050 1.570
H -0.805 0.849 6.879
H 1.285 4.505 -0.141
H -3.347 3.055 -3.784
H -2.098 -2.728 -1.711
H -4.791 5.083 6.277
H -0.567 -4.605 -5.242
H 4.925 -2.803 -3.939
H 3.527 -3.007 -0.281
H -2.996 1.892 4.041
H 1.785 -5.456 -5.202
H 3.268 -2.134 -3.932
H -1.536 0.250 5.387
H 4.131 -5.219 -4.245
H -1.563 4.787 -3.520
H -0.056 4.954 0.925
H 2.380 -3.806 -5.215
H 4.292 -4.249 -1.961
H -3.242 4.622 8.156
H 4.296 -1.858 -2.565
H -1.581 2.807 7.966
H -4.659 3.706 4.220
H 2.985 -5.911 -3.093
*
```

Its HOMO energy is -1.57 eV. For the LUMO energy, the calculation gives 0.15275 Ha.

Listing relative energy (zero: lowest compared OMol25 entry of this formula, charge and spin) for the structures above in their given order: 157.9; 12.7; 0.0; 0.0 kJ/mol.
Listing E for the structures above in their given order: -4804.75545; -3665.90443; -2715.56187; -3323.35369 Eh.